(one)
19
Properties=species:S:1:pos:R:3 method="wB97M-V/def2-TZVPD" spin_multiplicity=1 orbital_gap_ha=0.3089 total_charge=0
H -1.128 0.679 -1.560
H -0.111 -0.336 -2.640
N -1.576 -1.449 -2.017
N -0.537 -2.017 -0.129
H 0.810 2.052 -0.260
H -1.193 1.707 2.029
C 1.260 1.302 0.330
C -1.207 0.061 3.265
H -1.947 -3.232 -1.103
H 1.071 -0.663 1.354
H 2.258 1.191 -0.095
S -0.870 -1.276 4.004
C 0.628 -0.050 0.560
C -1.436 -2.352 -1.141
H 1.501 1.589 1.376
N -1.664 1.020 2.683
C -0.716 -0.313 -1.735
H -0.513 -2.474 0.866
C -0.140 -0.735 -0.259

=====

(two)
19
Properties=species:S:1:pos:R:3 method="wB97M-V/def2-TZVPD" spin_multiplicity=1 orbital_gap_ha=0.3027 total_charge=0
H 2.655 -1.890 -1.096
H 3.466 -0.340 -1.376
S -2.827 -0.575 -0.566
C 3.041 -1.081 -0.558
H -1.641 1.850 -1.432
C -2.566 -1.806 0.797
H 3.938 -1.270 0.066
H -2.617 -2.798 0.368
N -1.383 1.532 -0.413
H -3.575 -1.843 1.472
C -1.804 0.503 0.282
C 1.118 0.621 0.152
C 0.524 -0.635 0.592
N -0.346 2.450 0.061
H 1.437 2.514 -0.793
C 1.884 -0.487 0.074
N 0.976 1.949 -0.031
H -1.681 -1.429 1.400
H -0.599 2.735 1.001

=====

Ranked by calculated energy, most stable first: (one), (two).

=====

(one)
22
Properties=species:S:1:pos:R:3 method="wB97M-V/def2-TZVPD" spin_multiplicity=1 orbital_gap_ha=0.3457 smiles="CC1(C)[C@]2(I)C(=O)[C@]12C.N=C=O" total_charge=0
H 0.457 1.823 -1.785
H 1.363 -1.433 1.067
H -0.313 -1.890 1.330
C 0.345 -1.123 1.486
H 1.319 0.564 -2.296
H -0.044 2.123 0.906
C 0.616 1.293 1.185
I -2.995 1.342 0.052
C -3.361 -2.999 0.346
H -0.397 0.756 -2.956
C -1.224 -0.990 -1.094
N -3.995 -3.039 -0.658
C -0.055 0.085 0.548
H 0.392 -0.788 2.618
C -0.157 -0.074 -0.970
O -1.764 -1.786 -1.847
H -3.685 -2.606 -1.543
H 0.622 1.285 2.237
O -2.766 -2.927 1.336
C -1.460 -0.085 -0.033
H 1.585 1.516 0.863
C 0.342 0.849 -2.035

=====

(two)
22
Properties=species:S:1:pos:R:3 method="wB97M-V/def2-TZVPD" spin_multiplicity=1 orbital_gap_ha=0.2923 total_charge=0
I 4.239 0.003 0.409
O 1.995 -3.184 -0.574
C -2.461 -0.847 0.778
O 1.409 -1.264 -1.700
H 0.794 2.849 -2.307
H 1.386 2.708 -0.761
C -2.221 0.299 -0.031
N -0.671 1.902 -0.969
C 0.314 -0.105 1.205
C 1.731 -2.217 -1.162
C -0.206 -1.283 1.665
H 1.126 1.204 -1.798
H 2.730 0.496 -0.135
C 0.679 2.135 -1.387
H -3.458 -1.274 0.817
H -3.007 0.453 -0.704
C -1.635 -1.632 1.527
H -1.910 -2.294 2.252
C -1.002 0.799 -0.247
H -1.396 2.581 -0.731
H 1.286 0.482 1.357
H 0.276 -1.809 2.494

=====

Ranked by calculated energy, most stable first: (one), (two).

=====

(one)
17
Properties=species:S:1:pos:R:3 method="wB97M-V/def2-TZVPD" spin_multiplicity=2 s2=0.7507 orbital_gap_ha="0.0982 / 0.3327" total_charge=-1
H 1.227 1.010 2.534
H 2.405 -0.083 0.650
O -2.127 -0.358 -2.418
H 1.822 -1.504 1.560
N 0.050 1.239 0.843
H 1.293 -1.101 -1.082
H -3.073 -0.605 -2.310
H -2.117 -0.443 -3.398
H -0.097 -0.162 2.379
H 0.001 -1.729 -0.148
H 0.595 2.054 0.603
C -0.230 0.378 -0.329
C 0.669 -0.864 -0.218
H -1.283 0.112 -0.293
C 1.523 -0.603 1.033
H -0.226 0.902 -1.282
C 0.691 0.371 1.833

=====

(two)
17
Properties=species:S:1:pos:R:3 method="wB97M-V/def2-TZVPD" spin_multiplicity=2 s2=0.7503 orbital_gap_ha="0.1046 / 0.3651" total_charge=-1
H -0.287 1.389 1.961
O -1.083 0.021 0.060
C 0.150 -2.046 -0.724
N 0.994 1.673 0.171
H -1.094 2.080 -0.514
H -1.419 -1.112 -1.821
C -1.167 -1.129 -0.764
H 1.338 0.554 2.225
H 0.093 0.848 -1.565
H 1.282 2.136 2.254
C -0.247 1.205 -0.505
H -2.299 -1.502 -0.448
H -0.033 -2.637 0.239
H 1.849 1.074 -0.073
H 0.922 -1.281 -0.638
C 0.821 1.386 1.677
H 0.180 -2.659 -1.535

=====

Ranked by calculated energy, most stable first: (one), (two).